1.
The following is a DFT calculation (ωB97M-V/def2-TZVPD) of a structure of composition C18H30AuNO4P2 in a non-equilibrium geometry.

Atoms and positions in Å:
C  1.23  -4.06  -0.28
C  1.32  -2.69  -0.03
N  0.23  -1.93  0.13
C  -1.01  -2.43  -0.08
C  -1.14  -3.82  -0.21
C  -0.02  -4.64  -0.34
C  2.70  -2.06  0.10
P  2.69  -0.27  0.40
Au  0.63  0.00  1.33
P  -3.18  -0.22  -0.76
C  -2.33  -1.65  0.13
C  0.34  2.02  1.04
C  0.60  2.79  2.16
C  0.40  4.17  2.06
C  -0.09  4.73  0.87
C  -0.36  3.93  -0.24
C  -0.13  2.54  -0.16
O  2.26  -2.30  -5.70
O  -1.62  -0.02  -3.82
H  2.15  -4.63  -0.38
H  -2.14  -4.24  -0.16
H  -0.14  -5.71  -0.45
C  3.90  0.19  1.65
C  3.13  0.54  -1.15
H  -3.11  -2.42  0.00
H  -2.34  -1.34  1.19
H  3.28  -2.19  -0.80
H  3.27  -2.51  0.93
C  -3.24  1.11  0.46
C  -4.91  -0.72  -1.06
H  0.95  2.29  3.06
H  0.62  4.79  2.92
H  -0.27  5.81  0.81
H  -0.75  4.36  -1.17
H  -0.33  1.89  -1.01
H  -2.88  0.26  -2.08
H  -1.04  -0.75  -3.55
H  2.25  -3.16  -5.27
H  3.21  -2.10  -5.79
H  -1.57  -0.06  -4.80
H  4.88  -0.27  1.44
H  4.00  1.29  1.63
H  3.53  -0.13  2.64
H  4.22  0.58  -1.25
H  2.70  -0.02  -2.00
H  2.73  1.56  -1.15
H  -5.36  -1.24  -0.20
H  -5.48  0.18  -1.28
H  -4.91  -1.35  -1.96
H  -4.26  1.45  0.70
H  -2.77  0.79  1.40
H  -2.69  1.96  0.02
O  -1.05  -0.50  2.89
C  -0.25  -0.61  3.89
O  0.96  -0.22  3.91
H  -0.69  -1.10  4.79

Values from the calculation:
<S²>: 2.016
Gap between HOMO and LUMO (alpha / beta), eV: 4.04 / 7.44
E, eV: -51098.3590
Molecular weight, Da: 583.4
Total charge: 0
Spin multiplicity: 3

=====

2.
The following is a DFT calculation (ωB97M-V/def2-TZVPD) of an isolated molecule of C2H8NOPS in a non-equilibrium geometry.

Atoms and positions in Å:
C  -0.89  1.79  0.15
C  0.38  -1.99  -0.62
N  -1.01  0.38  0.05
O  0.64  -0.65  1.70
P  0.54  -0.35  0.11
S  2.22  0.56  -0.59
H  -1.22  2.21  -0.73
H  -1.62  2.22  0.81
H  0.18  2.06  0.36
H  0.00  -2.59  0.23
H  -0.24  -1.91  -1.48
H  1.32  -2.30  -1.07
H  -1.08  0.30  -0.99
H  0.79  0.28  2.08

Values from the calculation:
Gap between HOMO and LUMO, eV: 9.38
E, eV: -25866.1162
Molecular weight, Da: 125.1
Total charge: 0

=====

3.
The following is a DFT calculation (ωB97M-V/def2-TZVPD) of a structure of composition C7H12EuO3 in a non-equilibrium geometry.

Atoms and positions in Å:
C  1.87  -2.08  3.09
C  2.99  -1.40  2.84
H  1.47  -2.80  2.37
H  1.39  -2.05  4.07
H  3.56  -1.56  1.93
H  3.47  -0.80  3.62
H  0.75  0.16  2.01
O  -3.04  -0.10  -4.33
C  -1.96  0.10  -3.72
O  -0.86  0.04  -4.34
O  -2.01  0.35  -2.43
C  -0.77  0.51  -1.73
C  -1.13  0.77  -0.27
C  -0.06  1.25  0.58
C  -0.01  1.06  1.98
Eu  -2.11  -0.45  -6.77
H  -0.21  1.36  -2.15
H  -0.17  -0.40  -1.82
H  -1.72  -0.03  0.20
H  -1.78  1.68  -0.21
H  0.75  1.83  0.11
H  0.52  1.86  2.53
H  -0.93  0.71  2.46

Values from the calculation:
<S²>: 12.009
Gap between HOMO and LUMO (alpha / beta), eV: 6.45 / 2.25
E, eV: -32889.9703
Molecular weight, Da: 296.1
Total charge: +3
Spin multiplicity: 7